C4H4O2 | ωB97M-V with the def2-TZVPD basis set

## Properties
* ΔE to the lowest compared entry with this formula, charge and spin: 337.40 kJ/mol
* strongest force on any atom: 0.85 eV Å⁻¹
* orbital gap: 10.173 eV
* LUMO level: -0.6 eV

Bonds (Å) are listed after each position.
Atoms and positions in Å:
1 O 0.20 -0.87 -1.94  C2 1.202
2 C 0.82 -1.22 -0.97  O1 1.202, O3 1.343, H7 1.099
3 O 0.52 -0.91 0.30  C2 1.343, C4 1.432
4 C -0.62 -0.07 0.51  O3 1.432, C6 1.511, H8 1.091, H9 1.091
5 C 0.66 2.00 1.36  C6 1.303
6 C -0.22 1.39 0.61  C4 1.511, C5 1.303, H10 1.099
7 H 1.71 -1.85 -0.98  C2 1.099
8 H -1.33 -0.21 -0.31  C4 1.091
9 H -1.06 -0.40 1.44  C4 1.091
10 H -0.69 2.14 -0.04  C6 1.099